Density functional theory data (ωB97M-V with the def2-TZVPD basis set) for the molecule C10H16N2Si in a non-equilibrium geometry.

Values from the calculation:
E_HOMO   -7.0 eV
Relative energy (zero: lowest compared OMol25 entry of this formula, charge and spin)   1.362 eV
Structure (SMILES)   CC[Si](CC)=Nc1ccccc1N
Total energy   -21485.0840 eV
Frontier orbital gap   7.1 eV
E_LUMO   0.0051 hartree

Atoms and positions in Å:
H -3.941 2.235 -1.381
H 1.118 -2.934 -2.860
H 0.572 2.966 0.009
H -2.560 -0.048 -1.884
H -4.185 1.019 -0.255
C -0.421 2.677 0.372
C 1.934 -2.045 0.854
H -1.458 3.192 2.225
H -2.953 2.318 0.005
H 0.003 1.964 2.293
N 0.254 -0.232 0.522
N 2.147 -2.120 2.204
C 2.768 -2.887 0.048
Si -0.792 0.832 -0.092
C 0.997 -1.291 0.101
H 3.578 -3.248 0.590
C -0.503 2.896 1.850
H 0.255 3.572 2.380
C -3.445 1.604 -0.707
H -1.157 3.227 -0.301
C 1.353 -2.713 -1.838
H -1.895 1.549 -2.023
C 2.498 -3.251 -1.245
C -2.249 0.817 -1.316
H 1.366 -1.651 2.618
C 0.678 -1.718 -1.223
H -0.079 -1.148 -1.766
H 3.080 -3.911 -1.841
H 3.035 -1.669 2.660


Density functional theory data (ωB97M-V with the def2-TZVPD basis set) for a cluster of 2 separate species, C10H16NS2 in total in a non-equilibrium geometry.

Values from the calculation:
E_HOMO (alpha / beta)   -11.6 / -11.3 eV
Relative energy (zero: lowest compared OMol25 entry of this formula, charge and spin)   4.285 eV
Charge   +1
Total energy   -33778.9551 eV
Frontier orbital gap (alpha / beta)   4.6 / 6.7 eV
E_LUMO (alpha / beta)   -0.2593 / -0.1685 hartree

Atoms and positions in Å:
H 2.012 -5.647 1.942
H -1.678 1.466 0.677
H -0.153 4.622 0.431
H -2.879 2.592 -0.294
H -1.602 0.055 -1.189
C 2.588 -2.125 -1.230
H -0.902 3.482 -1.475
C 2.072 -2.835 -0.023
H 3.174 -4.642 -0.270
C 0.862 -4.087 2.170
H 3.564 -1.562 -1.033
N 1.206 -2.182 0.729
H 2.929 -2.871 -2.035
H -3.262 0.414 -1.000
C -0.003 3.558 0.458
H -2.364 1.141 -2.249
C -1.879 2.011 -0.321
H -0.103 -2.201 2.156
C 0.604 -2.784 1.777
S 0.727 -0.561 0.452
H 0.487 -4.653 2.999
C -0.629 2.744 -0.681
C 2.466 -4.128 0.359
H 1.059 3.564 0.078
H -0.049 1.892 -1.123
H 1.778 -1.392 -1.609
S -0.091 2.985 2.069
C 1.855 -4.795 1.444
C -2.323 0.858 -1.201


Density functional theory data (ωB97M-V with the def2-TZVPD basis set) for a cluster of 2 separate species, C10H16O in total in a non-equilibrium geometry.

Values from the calculation:
E_HOMO   -8.4 eV
Relative energy (zero: lowest compared OMol25 entry of this formula, charge and spin)   1.749 eV
Structure (SMILES)   CCc1ccc(O)cc1.CC
Total energy   -12675.9755 eV
Frontier orbital gap   9.3 eV
E_LUMO   0.0309 hartree

Atoms and positions in Å:
H 2.206 -0.917 -1.510
C -1.154 2.963 -1.591
H -2.557 -2.354 3.099
H -0.247 3.147 -0.996
C 0.089 -0.088 1.165
H -2.000 1.264 -0.524
H 3.650 -0.168 0.550
H -0.441 -3.885 0.917
C -1.649 1.482 -1.530
C 1.800 -0.204 -0.779
H 2.657 0.969 0.913
C -0.911 -0.674 1.901
H -2.048 3.503 -1.319
H 0.376 0.941 1.343
H 1.231 0.563 -1.296
O -2.310 -2.635 2.210
C 2.968 0.450 -0.032
H 3.590 1.159 -0.632
H 0.898 -2.752 -0.771
H -2.584 1.300 -2.054
C -0.432 -2.819 0.872
C -1.258 -1.995 1.604
H -0.859 3.142 -2.600
C 0.480 -2.146 0.030
H -1.422 -0.199 2.726
C 0.808 -0.814 0.192
H -0.881 0.768 -1.886